Here is C34H84F6LiN11O20S2 as an isolated structure from OMol25. Energies are from ωB97M-V/def2-TZVPD.

Summary:
HOMO-LUMO gap   0.2675 hartree

Last column: Löwdin charge in e.
Geometry (Å):
Li 1.3298 1.6585 1.3061  0.605
C 1.6688 -1.7953 -0.3676  -0.669
F 2.1340 -2.9906 -0.0112  0.150
F 2.6555 -0.9489 -0.5841  0.156
F 0.9146 -1.9338 -1.4423  0.166
S 0.6270 -1.1964 1.0682  0.629
O -0.4364 -2.0912 1.3856  -0.253
O 1.5965 -0.9660 2.1142  -0.322
N 0.0806 0.2867 0.5702  -0.347
S -1.4414 0.2214 0.0859  0.604
O -1.8704 -0.8900 -0.6992  -0.245
O -2.3342 0.6950 1.1184  -0.274
C -1.4374 1.6501 -1.1003  -0.661
F -0.4065 1.5447 -1.9572  0.118
F -2.5568 1.5812 -1.8127  0.141
F -1.3567 2.8326 -0.4928  0.139
C 3.7458 -4.6329 2.7498  -0.234
C 2.7040 -3.9523 3.6195  -0.226
O 2.2175 -4.8596 4.5810  -0.062
O 3.2897 -5.9395 2.4336  -0.057
H 4.7531 -4.6129 3.1700  0.113
H 3.7559 -4.1060 1.7905  0.111
H 1.9362 -3.6185 2.9181  0.106
H 3.1604 -3.0918 4.1041  0.107
H 2.1132 -5.7070 4.1213  0.071
H 3.6533 -6.2506 1.6022  0.097
C -4.3068 -1.6530 -5.7623  -0.240
C -3.5522 -0.7629 -4.8209  -0.254
O -4.3964 -0.2981 -3.7758  -0.054
O -4.3748 -2.9553 -5.1735  -0.069
H -3.7865 -1.6543 -6.7244  0.117
H -5.3421 -1.3077 -5.8439  0.123
H -3.1879 0.1312 -5.3415  0.118
H -2.6978 -1.3423 -4.4511  0.114
H -3.8427 0.2110 -3.1775  0.055
H -4.9585 -3.5134 -5.6930  0.078
C -1.2868 4.5514 3.5750  -0.246
C -1.5152 3.1362 3.0823  -0.263
O -2.8528 3.0102 2.6382  -0.056
O -2.1563 4.8981 4.6480  -0.065
H -1.5801 5.1975 2.7331  0.121
H -0.2590 4.7291 3.8793  0.111
H -1.2595 2.4810 3.9250  0.112
H -0.8476 2.9814 2.2287  0.092
H -2.8511 2.2623 2.0224  0.037
H -3.0455 4.9343 4.2819  0.083
C 0.5480 -1.0263 -5.0453  -0.252
C 0.3925 -2.4968 -4.7485  -0.258
O 0.1060 -3.2215 -5.9273  -0.050
O 1.5778 -0.6763 -5.9719  -0.081
H 0.8103 -0.4987 -4.1197  0.096
H -0.3273 -0.5797 -5.5189  0.111
H -0.3699 -2.6132 -3.9674  0.114
H 1.2972 -2.8673 -4.2533  0.116
H -0.7608 -3.6287 -5.8657  0.079
H 2.4435 -0.7363 -5.5514  0.047
C 2.8004 3.6676 0.1530  -0.227
C 3.6238 2.9039 1.1522  -0.224
O 3.3017 1.5150 1.0686  -0.162
O 1.4231 3.4937 0.4522  -0.095
H 3.0004 3.2995 -0.8589  0.107
H 3.1477 4.7060 0.1506  0.133
H 3.3460 3.1994 2.1730  0.124
H 4.6841 3.1372 1.0445  0.135
H 4.1404 0.9950 1.1880  0.038
H 0.9244 4.1700 -0.0151  0.106
C 4.0978 0.1614 -3.2494  -0.634
O 3.2825 -0.6569 -3.6458  0.037
N 3.7076 1.2115 -2.4421  0.166
N 5.4549 0.0123 -3.4358  0.153
H 2.7880 1.1059 -2.0559  0.089
H 4.3069 1.9954 -2.2795  0.086
H 5.6908 -0.7655 -4.0267  0.115
H 6.1221 0.7095 -3.1714  0.100
C 1.1139 1.2075 4.6429  -0.640
O 1.3941 1.5802 3.4939  -0.047
N 0.8948 -0.1158 4.9284  0.185
N 0.9349 2.0984 5.6596  0.179
H 1.2161 -0.4420 5.8231  0.103
H 0.9540 -0.7259 4.1223  0.074
H 0.4676 1.8366 6.5070  0.109
H 1.3185 3.0161 5.5381  0.108
C 6.4176 -2.8110 -1.4059  -0.651
O 5.8475 -3.2806 -2.3823  0.027
N 7.4214 -3.4674 -0.7192  0.137
N 6.2427 -1.5072 -0.9910  0.158
H 7.5414 -4.4592 -0.7819  0.094
H 8.0756 -2.9701 -0.1464  0.079
H 6.5473 -1.2250 -0.0774  0.054
H 5.5749 -0.9226 -1.4601  0.058
C 5.4912 -0.4446 2.6539  -0.587
O 5.4909 0.1013 1.5429  0.004
N 6.4549 -1.3674 3.0195  0.174
N 4.4115 -0.3802 3.4916  0.194
H 7.2833 -1.4412 2.4660  0.099
H 6.3006 -1.7080 3.9502  0.096
H 3.6213 0.1201 3.1025  0.076
H 4.4162 -0.8001 4.3990  0.100
C -1.9315 8.7919 -3.5759  -0.029
C -3.3206 8.1271 -3.5540  -0.526
C -3.9506 8.3663 -4.9235  -0.147
C -3.5253 7.4329 -6.0495  -0.173
C -3.5148 5.9679 -5.6341  -0.137
C -2.8692 5.6912 -4.2912  -0.511
N -3.2515 6.6996 -3.2863  -0.111
O -2.7105 6.4129 -2.0223  -0.023
C -3.4096 4.3573 -3.7494  -0.020
C -1.3435 5.6305 -4.4091  -0.032
C -4.2023 8.7723 -2.4783  -0.027
H -1.3468 8.6122 -4.4744  0.072
H -2.0011 9.8428 -3.2895  0.088
H -1.2605 8.4100 -2.7855  0.074
H -5.0432 8.4241 -4.8168  0.120
H -3.7631 9.3850 -5.2838  0.123
H -4.1474 7.5412 -6.9364  0.113
H -2.5126 7.7628 -6.3124  0.105
H -3.0427 5.3794 -6.4227  0.127
H -4.5610 5.6453 -5.6104  0.120
H -4.4882 4.4915 -3.8544  0.086
H -3.1490 4.1555 -2.7191  0.067
H -3.1580 3.5433 -4.4323  0.089
H -0.9091 5.5151 -3.4117  0.073
H -0.8335 6.4473 -4.9238  0.073
H -0.9710 4.7419 -4.9347  0.087
H -4.4199 9.8138 -2.7135  0.086
H -5.1320 8.2154 -2.4013  0.091
H -3.6238 8.7157 -1.5554  0.081
H -1.8530 6.8707 -2.0080  0.072
C -2.0285 -7.8108 5.5602  -0.013
C -1.3387 -7.2322 4.3116  -0.514
C -2.0667 -7.6289 3.0290  -0.150
C -3.3275 -6.8571 2.6193  -0.163
C -2.9895 -5.3645 2.6704  -0.142
C -2.3602 -4.9295 3.9629  -0.519
N -1.2050 -5.7672 4.2718  -0.094
O -0.4753 -5.2776 5.3931  -0.023
C -1.8050 -3.5048 3.7527  -0.040
C -3.3554 -4.8280 5.1285  -0.031
C 0.0845 -7.7829 4.2180  -0.041
H -2.9807 -7.3129 5.7088  0.056
H -1.3549 -7.6023 6.3904  0.085
H -2.2273 -8.8731 5.4356  0.083
H -1.4097 -7.6823 2.1521  0.115
H -2.2886 -8.7069 3.0849  0.119
H -4.1611 -7.1011 3.2832  0.106
H -3.5793 -7.1840 1.6122  0.109
H -3.8578 -4.7617 2.3861  0.127
H -2.3233 -5.1818 1.8172  0.129
H -2.5144 -2.8915 3.2032  0.091
H -1.5426 -3.0160 4.6970  0.080
H -0.8192 -3.5549 3.2914  0.061
H -2.8424 -4.6128 6.0668  0.085
H -4.0382 -3.9810 5.0063  0.086
H -3.9715 -5.7212 5.2305  0.060
H 0.5182 -7.6239 3.2277  0.081
H 0.0249 -8.8797 4.2806  0.089
H 0.7736 -7.4547 4.9933  0.078
H 0.3185 -4.9697 4.9449  0.051